Density functional theory data (the ωB97M-V functional and the def2-TZVPD basis) for a cluster of 2 separate species, C11H9NO2S in total in a non-equilibrium geometry.

Bonds (Å) are listed after each position.
Geometry (Å):
1 O 2.794 -2.312 -0.758  N2 1.373, H13 1.083
2 N 2.191 -1.086 -0.623  O1 1.373, C3 1.292
3 C 0.978 -1.182 -0.188  N2 1.292, C4 1.394, C12 1.521
4 C 0.232 -2.303 0.171  C3 1.394, C5 1.367, H14 1.126
5 C -1.066 -2.340 0.599  C4 1.367, C6 1.454, H15 1.070
6 C -1.736 -1.058 0.750  C5 1.454, C7 1.355, H16 1.138
7 C -1.142 0.097 0.366  C6 1.355, C8 1.442, C12 1.526
8 C -1.821 1.363 0.250  C7 1.442, C9 1.366, H17 1.130
9 C -1.250 2.563 -0.071  C8 1.366, C10 1.426, H18 1.055
10 C 0.125 2.633 -0.443  C9 1.426, C11 1.374, H19 1.126
11 C 0.843 1.472 -0.596  C10 1.374, C12 1.613, H20 1.085
12 C 0.375 0.156 0.212  C3 1.521, C7 1.526, C11 1.613, H21 1.157
13 H 3.545 -2.113 -1.511  O1 1.083
14 H 0.712 -3.317 0.064  C4 1.126
15 H -1.686 -3.195 0.765  C5 1.070
16 H -2.862 -0.915 0.824  C6 1.138
17 H -2.847 1.371 0.723  C8 1.130
18 H -1.790 3.450 0.113  C9 1.055
19 H 0.409 3.695 -0.688  C10 1.126
20 H 1.909 1.506 -0.793  C11 1.085
21 H 0.842 0.391 1.244  C12 1.157
22 O 3.882 0.661 1.874  C23 1.153
23 C 4.378 0.492 0.848  O22 1.153, S24 1.528
24 S 5.309 0.342 -0.354  C23 1.528

The calculation puts the HOMO energy (spin up / spin down) at -7.537 / -7.535 eV. The value obtained for the energy above the lowest of the compared OMol25 structures with the same formula, charge and spin is 112.7 kcal/mol. For the frontier orbital gap (spin up / spin down), the calculation gives 0.256 / 0.256 hartree. As for the total charge: 0. The maximum force is 5.0 eV/Å. As for the SMILES: O/N=C1\C=CC=C2C=CC=C[C@@H]21.O=C=S. For the lowest unoccupied orbital energy (spin up / spin down), the calculation gives -0.6 / -0.6 eV.

The net atomic charges from Mulliken, expressed in e, are: -0.474 -0.182 0.032 -0.420 -0.634 -0.529 0.468 -0.720 -0.464 -0.343 -0.646 1.251 0.369 0.292 0.410 0.246 0.183 0.410 0.306 0.274 0.172 -0.340 0.679 -0.339